Model 1:
The following is a quantum chemistry calculation of a cluster of 3 separate species, C2H9NO3 in total, from OMol25.

Output
SMILES	CC(N)=O.O.O
gap between HOMO and LUMO	10.7	eV
net charge	0

CARTESIAN COORDINATES (ANGSTROEM)
C  0.79  0.02  -1.08
C  1.15  0.82  0.12
N  2.22  1.67  0.01
O  0.39  0.84  1.08
H  -0.25  0.12  -1.32
H  0.64  -1.05  -0.89
H  1.47  0.09  -1.91
H  2.31  2.43  0.67
H  3.08  1.29  -0.35
H  -0.82  -2.80  0.76
H  -1.71  -1.60  0.25
O  -1.25  -2.42  -0.02
H  -1.98  0.52  1.14
H  -3.44  0.06  0.98
O  -2.58  0.02  0.56


Model 2:
The following is a quantum chemistry calculation of a cluster of 3 separate species, C2H9NO3 in total, from OMol25.

Output
SMILES	NCC=O.O.O
gap between HOMO and LUMO	10.7	eV
net charge	0

CARTESIAN COORDINATES (ANGSTROEM)
O  0.30  1.83  -0.43
C  -0.15  0.72  -0.39
C  0.33  -0.30  0.61
N  -0.80  -1.01  1.27
H  -0.84  0.33  -1.16
H  1.02  0.14  1.32
H  0.85  -1.06  0.02
H  -1.11  -0.47  2.08
H  -0.46  -1.89  1.63
H  2.28  1.68  -0.42
H  3.73  1.96  -0.74
O  3.16  1.27  -0.38
H  -2.27  -1.82  -0.03
H  -3.23  -2.90  -0.49
O  -2.77  -2.11  -0.82


Decreasing stability: model 1, model 2


Model 1:
The following is a quantum chemistry calculation of the molecule C17H25F3N4O3, from OMol25.

Output
SMILES	CCCNC(=O)[C@H](c1n[nH]cc1C)N1CC[C@@H](C(F)(F)F)C[C@H]1C(=O)OC
gap between HOMO and LUMO	9.5	eV
net charge	0

CARTESIAN COORDINATES (ANGSTROEM)
C  -1.10  -0.94  4.03
C  -0.11  0.19  4.28
C  1.20  0.02  3.53
N  1.04  0.06  2.09
C  1.09  -1.05  1.32
O  1.22  -2.17  1.77
C  0.94  -0.89  -0.21
C  2.30  -0.80  -0.85
N  3.35  -0.31  -0.22
N  4.34  -0.37  -1.12
C  3.94  -0.87  -2.31
C  2.60  -1.17  -2.18
C  1.66  -1.76  -3.19
N  0.04  0.16  -0.73
C  0.67  1.47  -0.86
C  -0.27  2.54  -1.39
C  -1.50  2.59  -0.49
C  -2.43  3.72  -0.87
F  -2.88  3.61  -2.14
F  -3.51  3.77  -0.08
F  -1.82  4.92  -0.78
C  -2.20  1.25  -0.59
C  -1.29  0.09  -0.15
C  -2.10  -1.16  -0.54
O  -3.27  -1.26  -0.28
O  -1.43  -2.06  -1.27
C  -2.21  -3.20  -1.67
H  -2.03  -0.79  4.57
H  -1.34  -1.03  2.97
H  -0.67  -1.90  4.34
H  -0.56  1.15  4.00
H  0.11  0.26  5.35
H  1.91  0.80  3.82
H  1.65  -0.95  3.77
H  0.99  0.96  1.64
H  0.53  -1.85  -0.51
H  5.26  -0.07  -0.85
H  4.62  -0.99  -3.13
H  2.11  -1.79  -4.18
H  1.39  -2.78  -2.91
H  0.74  -1.18  -3.24
H  1.11  1.85  0.07
H  1.51  1.37  -1.55
H  0.25  3.50  -1.40
H  -0.58  2.30  -2.41
H  -1.21  2.80  0.54
H  -3.11  1.21  0.01
H  -2.50  1.09  -1.63
H  -1.27  0.09  0.95
H  -1.53  -3.82  -2.25
H  -2.58  -3.73  -0.80
H  -3.05  -2.88  -2.28


Model 2:
The following is a quantum chemistry calculation of the molecule C17H25F3N4O3, from OMol25.

Output
SMILES	CCCNC(=O)[C@H](c1n[nH]cc1C)N1CC[C@@H](C(F)(F)F)C[C@H]1C(=O)OC
gap between HOMO and LUMO	9.4	eV
net charge	0

CARTESIAN COORDINATES (ANGSTROEM)
C  0.02  -3.65  -0.17
C  1.30  -3.07  -0.75
C  1.07  -1.86  -1.65
N  0.45  -0.74  -0.97
C  -0.87  -0.48  -1.09
O  -1.65  -1.21  -1.69
C  -1.42  0.73  -0.31
C  -0.62  2.00  -0.33
N  0.70  2.05  -0.48
N  1.00  3.35  -0.39
C  -0.09  4.12  -0.18
C  -1.17  3.28  -0.13
C  -2.62  3.61  0.08
N  -1.76  0.41  1.09
C  -0.63  0.05  1.92
C  -0.99  0.14  3.40
C  -2.17  -0.79  3.68
C  -2.60  -0.73  5.12
F  -3.02  0.50  5.48
F  -3.61  -1.58  5.38
F  -1.59  -1.06  5.95
C  -3.33  -0.46  2.75
C  -2.88  -0.51  1.29
C  -4.07  -0.12  0.43
O  -4.64  0.94  0.51
O  -4.49  -1.13  -0.33
C  -5.63  -0.86  -1.14
H  0.24  -4.51  0.47
H  -0.50  -2.91  0.44
H  -0.67  -3.96  -0.95
H  1.97  -2.77  0.06
H  1.82  -3.83  -1.34
H  2.03  -1.51  -2.04
H  0.44  -2.13  -2.50
H  1.02  0.05  -0.69
H  -2.37  0.96  -0.81
H  1.96  3.63  -0.50
H  -0.01  5.19  -0.09
H  -2.75  4.65  0.38
H  -3.19  3.45  -0.84
H  -3.05  2.96  0.84
H  -0.28  -0.98  1.71
H  0.20  0.72  1.70
H  -0.14  -0.15  4.01
H  -1.27  1.16  3.64
H  -1.86  -1.83  3.52
H  -4.15  -1.16  2.89
H  -3.70  0.55  2.94
H  -2.61  -1.54  1.02
H  -5.86  -1.79  -1.65
H  -6.47  -0.53  -0.53
H  -5.40  -0.08  -1.87


Decreasing stability: model 2, model 1


Model 1:
The following is a quantum chemistry calculation of the molecule C8H10F2NP, from OMol25.

Output
gap between HOMO and LUMO (spin up / spin down)	6.5 / 7.4	eV
net charge	0

CARTESIAN COORDINATES (ANGSTROEM)
C  0.31  0.82  -0.04
C  0.57  -1.51  -0.47
C  -1.16  0.74  0.28
C  -0.85  -1.62  -0.49
C  1.09  -0.24  -0.31
C  -1.71  -0.51  -0.38
C  2.64  -0.05  -0.55
C  -4.11  0.04  -0.52
N  -2.96  -0.58  -0.80
F  -5.16  -0.30  -1.42
F  -4.09  1.42  -0.59
P  -1.11  0.75  2.20
H  0.84  1.89  0.12
H  1.10  -2.47  -0.56
H  -1.72  1.58  -0.07
H  -1.43  -2.52  -0.74
H  2.76  1.02  -0.16
H  3.08  -0.80  0.09
H  3.05  0.01  -1.53
H  -3.24  -1.46  -1.09
H  -2.41  1.05  2.54
H  -1.19  -0.62  2.33


Model 2:
The following is a quantum chemistry calculation of a structure of composition C8H10F2NP, from OMol25.

Output
gap between HOMO and LUMO	6.8	eV
net charge	0

CARTESIAN COORDINATES (ANGSTROEM)
C  2.13  -2.46  0.01
C  0.77  -2.78  0.02
C  2.48  -1.15  0.09
C  -0.16  -1.74  -0.06
C  1.54  -0.13  0.37
C  0.15  -0.38  0.23
C  -0.59  2.63  -0.77
C  -0.56  1.91  0.64
N  -0.83  0.56  0.16
F  -3.78  0.93  0.45
F  -3.32  -0.78  -1.05
P  -2.95  -0.44  0.50
H  2.98  -3.09  -0.13
H  0.58  -3.87  -0.03
H  3.53  -0.74  0.02
H  -1.25  -1.76  -0.26
H  2.06  0.88  0.46
H  -1.44  2.34  -1.23
H  -0.53  3.66  -0.62
H  0.34  2.37  -1.22
H  0.31  1.91  1.17
H  -1.46  2.12  1.23


Decreasing stability: model 2, model 1